Computed, not measured: a 9-piece molecular cluster, C6H29NO9 overall in a non-equilibrium geometry, with wB97M-V/def2-TZVPD.

Values from the calculation:
LUMO: 0.10 eV
maximum force: 6.5 eV Å⁻¹
SMILES: CC[C@H](C)NC(C)=O.O.O.O.O.O.O.O.O
orbital gap: 0.3642 Eh
2S+1: 1
energy relative to the best compared isomer or geometry (same formula, charge and spin): 3.8981 eV

Last columns: bonded neighbours and bond lengths (Å).
Element x y z (Å)
1 H -2.752 -0.901 -0.185  O25 1.014
2 H -5.518 1.352 -0.279  O29 0.935
3 C 2.580 2.251 -1.072  C6 1.573, H21 1.009, C40 1.528, N43 1.564
4 H -1.122 -3.134 -0.174  O14 0.984
5 H -3.817 -1.327 1.977  O22 0.971
6 C 2.666 1.025 -2.055  C3 1.573, H10 1.083, H32 1.182, H37 1.093
7 H -4.353 0.668 0.504  O29 1.000
8 O 2.861 -3.473 -0.905  H12 1.055, H41 0.955
9 H 1.627 3.492 -2.460  C40 1.082
10 H 2.263 0.112 -1.632  C6 1.083
11 H -3.431 0.034 2.747  O22 0.923
12 H 3.888 -3.539 -1.139  O8 1.055
13 O 3.895 -0.034 0.269  C24 1.203
14 O -1.018 -4.112 -0.211  H4 0.984, H19 0.991
15 H 1.314 1.821 0.681  N43 1.048
16 C 2.263 -0.167 1.948  C24 1.484, H34 1.045, H38 1.058, H44 1.001
17 O -4.272 0.694 -2.509  H23 1.009, H28 0.934
18 H 1.776 3.812 0.560  C33 1.117
19 H -0.198 -4.193 -0.761  O14 0.991
20 H -2.095 -4.181 3.368  O26 0.940
21 H 3.480 2.698 -0.984  C3 1.009
22 O -3.644 -0.371 1.945  H5 0.971, H11 0.923
23 H -4.482 1.419 -1.840  O17 1.009
24 C 2.874 0.410 0.725  O13 1.203, C16 1.484, N43 1.382
25 O -2.585 -1.752 -0.711  H1 1.014, H39 0.994
26 O -2.342 -3.323 3.078  H20 0.940, H31 0.951
27 H 0.700 4.884 -0.338  C33 1.133
28 H -4.867 0.019 -2.257  O17 0.934
29 O -4.635 1.482 -0.002  H2 0.935, H7 1.000
30 H 0.463 2.721 -1.461  C40 1.115
31 H -1.830 -3.253 2.280  O26 0.951
32 H 2.119 1.156 -3.094  C6 1.182
33 C 1.669 4.306 -0.436  H18 1.117, H27 1.133, H35 1.164, C40 1.480
34 H 1.236 -0.348 1.895  C16 1.045
35 H 2.521 5.084 -0.598  C33 1.164
36 H 0.269 -2.863 1.072  O45 0.969
37 H 3.647 0.740 -2.445  C6 1.093
38 H 2.335 0.578 2.696  C16 1.058
39 H -2.815 -1.330 -1.582  O25 0.994
40 C 1.457 3.225 -1.425  C3 1.528, H9 1.082, H30 1.115, C33 1.480
41 H 3.016 -2.753 -0.297  O8 0.955
42 H -0.077 -1.403 0.958  O45 0.959
43 N 2.257 1.572 0.299  C3 1.564, H15 1.048, C24 1.382
44 H 2.762 -0.974 2.265  C16 1.001
45 O -0.085 -2.125 1.589  H36 0.969, H42 0.959

Atom charges from the natural (NBO) analysis, given in e for atoms 1 to 5: number 1, H, carries 0.48; number 2, H, carries 0.46; number 3, C, carries -0.02; number 4, H, carries 0.48; number 5, H, carries 0.52